(1)
19
Properties=species:S:1:pos:R:3:forces:R:3:mulliken_charge:R:1 method="wB97M-V/def2-TZVPD" homo_energy_ev="-19.073 / -19.073" e_above_lowest_kcal_mol=0.0 total_charge=+2 e_tot_ev=-18592.7418 homo_lumo_gap_ev="11.3 / 6.0" spin_multiplicity=2 molar_mass_da=122.22
N -0.177349 0.698586 -0.875064 -1.6913 -1.7116 1.1714 -0.077
C 0.790343 1.138885 -1.636654 2.0859 1.7372 -1.4821 0.782
N 1.924295 0.414426 -1.841816 -2.0791 0.8115 0.2217 -0.352
N 0.768997 2.384869 -2.173829 -1.0567 -1.6818 1.2015 -0.397
H -1.071227 1.166737 -0.757432 0.3563 0.2380 -0.3847 0.250
H -0.236438 -0.293034 -0.556137 0.4978 1.6185 -0.7101 -0.174
H 2.734051 0.989760 -1.928152 0.8353 0.0107 -0.2683 0.285
H 1.983391 -0.358031 -1.228766 0.7098 -0.8519 0.3145 0.141
H 1.285169 2.562408 -2.999412 0.8739 0.1175 -0.7178 0.275
H -0.108076 2.862802 -2.161353 -0.4242 0.4622 0.1114 0.258
C -1.772038 -0.665495 2.089700 -0.5259 -0.2628 -1.0814 -1.011
C -0.487037 -1.523890 1.963125 -0.2906 1.1646 0.2732 -0.352
S -0.293266 -2.383403 0.361222 0.1062 0.0854 1.4926 0.206
H -2.664576 -1.258326 1.797741 0.4374 0.3239 0.2861 0.364
H -1.747222 0.224866 1.419070 0.1152 -0.5826 0.5939 0.289
H -1.923385 -0.324416 3.123586 0.3013 -0.1998 -0.3171 0.352
H 0.420438 -0.921202 2.169880 -0.1543 -0.3760 -0.3909 0.390
H -0.487816 -2.253247 2.783331 0.0665 -0.6110 -0.2136 0.458
H 1.061753 -2.462287 0.450959 -0.1636 -0.2918 -0.1004 0.312

(2)
19
Properties=species:S:1:pos:R:3:forces:R:3:mulliken_charge:R:1 method="wB97M-V/def2-TZVPD" homo_energy_ev="1.230 / -5.579" e_above_lowest_kcal_mol=23.9 total_charge=-1 e_tot_ev=-9263.9409 homo_lumo_gap_ev="3.0 / 9.7" spin_multiplicity=2 molar_mass_da=104.16
N 1.331204 -0.335427 -0.943781 -0.0055 0.3930 -0.2296 -0.428
C 2.601692 0.324399 -0.623307 -0.0510 -0.3539 0.0309 -1.496
N 2.669166 1.771479 -0.754765 -0.0457 0.1920 -0.1008 -0.859
H 0.568812 0.295433 -0.691872 -0.0147 -0.2413 0.2546 0.008
H 1.247788 -0.420089 -1.955402 0.0346 -0.0658 0.0053 0.446
H 2.868714 0.081677 0.404594 -0.0632 0.0419 0.0826 0.592
H 3.365746 -0.142149 -1.245666 0.0866 0.0809 -0.0382 0.522
H 2.334630 2.054472 -1.670970 0.0470 -0.0686 -0.0259 0.310
H 2.012968 2.182641 -0.093169 0.0638 -0.0088 0.0555 0.538
C -2.837397 0.527981 0.479067 -0.1114 -0.2026 -0.2751 -1.573
N -1.136286 -1.327730 1.670829 -0.0229 -0.1198 -0.0374 -0.967
C -1.421001 -1.318612 0.263396 0.1221 -0.2971 0.3981 -0.988
N -2.151859 -0.485285 -0.324587 -0.2589 0.2275 -0.0706 0.089
H -3.722887 0.078815 0.943652 0.0170 -0.0389 0.0576 0.413
H -3.191537 1.313409 -0.186992 0.0874 0.1021 0.0067 0.375
H -2.225131 0.943201 1.271358 0.1079 0.0987 0.0889 0.479
H -1.244703 -2.290579 1.993627 0.0214 0.0356 0.0022 0.795
H -0.127256 -1.151339 1.782785 -0.0105 0.1655 0.0018 0.377
H -0.942663 -2.102298 -0.318803 -0.0041 0.0595 -0.2066 0.368

(3)
19
Properties=species:S:1:pos:R:3:forces:R:3:mulliken_charge:R:1 method="wB97M-V/def2-TZVPD" homo_energy_ev=-7.456 e_above_lowest_kcal_mol=38.0 e_tot_ev=-9264.6569 homo_lumo_gap_ev=8.3 spin_multiplicity=1 molar_mass_da=104.16
C -0.966685 0.037075 1.580117 0.3209 0.2769 -0.3392 -1.492
C -0.967535 -0.325345 0.120717 -0.1033 0.4117 -0.2343 0.869
N -0.976065 -1.708785 -0.153323 0.1212 -0.2327 0.0115 -0.556
N -0.628465 1.955225 -0.669303 0.0620 0.0979 0.0661 -0.493
C -0.869625 0.580065 -0.857513 -0.1103 -0.3001 0.2481 -0.626
H -1.618765 -2.221265 0.435077 -0.0327 -0.0263 -0.1195 0.204
H -1.136635 -1.912135 -1.130563 -0.0456 -0.0959 0.0672 0.188
H -1.086165 2.527605 -1.365383 0.0161 0.0288 0.1567 0.223
H -0.852565 2.272215 0.263847 -0.0259 0.1061 -0.0941 0.202
H -0.861215 0.269365 -1.893573 -0.0225 -0.0830 -0.0801 0.354
H -0.047195 0.574705 1.846957 -0.1561 -0.0455 0.0139 0.286
H -1.005035 -0.854815 2.189137 -0.0474 -0.2049 0.2002 0.423
H -1.818025 0.669385 1.826387 -0.0710 0.0727 0.0990 0.378
N 2.329915 -0.806745 0.174577 -0.2604 -0.0944 0.1509 -0.523
N 2.451505 0.139135 -0.891803 -0.1567 0.0896 -0.1617 -0.517
H 2.555635 -0.389255 -1.753693 0.0249 0.1558 0.2073 0.245
H 1.620975 0.730885 -0.974653 0.1873 -0.2512 -0.0108 0.281
H 2.476555 -0.304525 1.044417 0.0633 -0.1120 -0.1604 0.260
H 1.399385 -1.232795 0.208567 0.2363 0.2062 -0.0208 0.293

(4)
20
Properties=species:S:1:pos:R:3:forces:R:3:mulliken_charge:R:1 method="wB97M-V/def2-TZVPD" homo_energy_ev=-8.467 e_above_lowest_kcal_mol=68.3 e_tot_ev=-11311.4462 homo_lumo_gap_ev=9.4 spin_multiplicity=1 molar_mass_da=120.16
C 0.316104 -1.958144 0.371245 -0.3930 0.2701 -0.1845 -1.592
N -1.274201 0.484445 0.260318 0.7558 0.7825 0.4885 0.126
C 0.579897 -0.682234 -0.397517 1.3735 0.6117 0.4804 1.221
N -1.855750 0.930883 -0.984648 0.5604 0.1200 0.8179 -0.734
N -2.182218 -0.181746 1.107600 -0.0318 0.6524 0.1268 -0.659
O 0.448072 -0.569842 -1.606959 0.0600 -0.1051 0.3802 -0.718
H -1.582582 1.895448 -1.144565 -0.1489 0.0244 0.0257 0.262
H -3.022591 0.385363 1.245783 0.1410 -0.1337 -0.0656 0.268
H -1.371308 0.382128 -1.702912 0.0191 0.1302 0.0861 0.285
H -2.476386 -1.027583 0.621469 0.0960 0.1810 0.0889 0.214
H -0.395529 -2.566586 -0.182182 0.0631 -0.0451 -0.0588 0.313
H 1.252302 -2.503789 0.481356 0.0441 -0.0390 -0.0328 0.389
H -0.104909 -1.747915 1.350114 0.0717 0.0354 0.1419 0.477
C 2.157008 1.251237 -0.317419 0.0721 0.0040 -0.0327 -0.921
N 1.306713 0.297170 0.362241 0.0216 -0.9105 -0.5760 -0.364
H 1.607253 0.012653 1.283564 -0.0401 -0.1400 -0.1850 0.237
H -0.507587 1.107355 0.763128 -2.7425 -1.5603 -1.4271 0.293
H 2.070194 2.236254 0.145608 0.0735 0.0077 -0.0533 0.266
H 1.829704 1.316451 -1.353668 0.0209 0.0084 0.0406 0.342
H 3.205814 0.938454 -0.302554 -0.0166 0.1059 -0.0615 0.296

(5)
21
Properties=species:S:1:pos:R:3:forces:R:3:mulliken_charge:R:1 method="wB97M-V/def2-TZVPD" homo_energy_ev=-15.024 e_above_lowest_kcal_mol=73.0 total_charge=+2 e_tot_ev=-12225.9017 homo_lumo_gap_ev=8.8 spin_multiplicity=1 molar_mass_da=132.17
C -2.278906 -5.249058 4.586777 1.2872 0.2155 3.5744 -0.192
C -1.511777 -4.866300 3.503978 -3.2768 1.0154 -6.0501 0.515
C 4.198409 7.831149 -4.704978 1.4720 1.3892 1.2553 -0.140
N -3.364870 -5.964133 4.434074 -0.5348 0.2091 -0.4810 0.053
N -0.533318 -4.016466 3.307019 -1.1377 -1.2976 1.9672 -0.316
N -4.169126 -6.235225 5.389608 0.6033 0.1109 -0.6232 -0.300
N 2.852954 6.562264 -6.008574 -2.0655 -3.2961 -0.9783 -0.517
N -2.526125 -4.929757 1.865013 4.6809 3.8408 2.4957 -0.530
N 3.419505 7.699279 -5.698344 -0.3627 -0.3666 1.0422 0.290
H -1.883409 -4.963429 5.648230 -0.7735 -0.4229 -1.7725 0.289
H 4.374386 7.083837 -3.908308 0.0763 0.1168 -1.0996 0.267
H 4.699474 8.812237 -4.663327 -0.5435 -0.5286 0.4322 0.269
H -0.189415 -3.519414 4.123283 0.6235 0.0876 -0.4894 0.251
H -0.197048 -3.931738 2.373414 0.5199 0.5584 -0.2344 0.219
H -5.022014 -6.698641 5.165979 -0.3808 -0.4613 -0.5199 0.263
H -4.092600 -5.944150 6.341577 0.6198 0.4844 0.7114 0.233
H 2.183650 6.310068 -6.754658 0.7199 1.7237 0.2778 0.267
H 2.949952 5.741466 -5.414881 0.6080 0.7528 0.2975 0.247
H -2.636813 -5.870003 1.757233 -0.5616 -3.5773 -0.4671 0.276
H -1.784624 -4.639192 1.100899 -1.6850 -0.8037 1.9197 0.240
H 3.023779 8.564100 -6.031461 0.1112 0.2493 -1.2579 0.318

(6)
22
Properties=species:S:1:pos:R:3:forces:R:3:mulliken_charge:R:1 method="wB97M-V/def2-TZVPD" homo_energy_ev=-12.222 e_above_lowest_kcal_mol=189.7 total_charge=+1 e_tot_ev=-13724.0838 homo_lumo_gap_ev=8.8 spin_multiplicity=1 molar_mass_da=146.18
C -0.224324 0.495630 -0.450121 2.4121 -0.0636 2.7100 0.080
C 1.298391 0.485800 -0.633399 -0.1318 1.4299 1.8522 -0.865
C -0.730546 1.242848 0.760363 1.0892 -1.5562 0.6919 0.037
N 2.122665 0.873622 0.320912 -1.9810 -1.6375 -1.8657 -0.001
N -0.985500 -0.674673 0.001378 -0.2075 -0.5599 -0.7776 0.749
N -1.748897 2.036011 0.714245 0.9640 -0.6400 0.6147 -0.256
N 3.377090 0.824528 -0.034949 4.7224 1.2141 1.9409 -0.514
N -2.124483 -0.980057 -0.715811 -2.1199 1.9700 -0.0010 -0.849
N 0.290062 -2.630352 0.399866 -6.0565 -1.6054 -1.3840 -0.433
N -0.626731 -1.696755 0.853592 -0.0455 0.0612 2.6898 -0.514
H -0.669154 0.795676 -1.340147 -0.8332 0.6512 -1.5378 0.489
H 1.724308 0.455446 -1.615804 -0.2223 -0.6381 -0.7488 0.466
H -0.252805 0.970627 1.734908 -0.5975 0.2363 -0.9632 0.353
H -1.993641 2.340837 -0.160082 -1.0576 1.1064 -2.4665 0.254
H -2.240471 2.436998 1.468326 -0.3135 0.2176 1.2169 0.226
H 4.132842 1.065377 0.715475 -2.4439 -0.4611 -1.7891 0.250
H 3.803521 0.868128 -0.984441 -1.3288 -0.2421 0.7027 0.239
H -2.031347 -1.240203 -1.703894 0.3443 0.4290 0.3317 0.254
H -2.714041 -0.112428 -0.584589 0.0847 -1.6927 -0.8127 0.245
H -0.032901 -3.001734 -0.491543 0.7987 -0.2563 0.1701 0.214
H 1.199385 -2.460564 0.501342 4.1249 1.3070 0.5863 0.237
H -1.573428 -2.094768 1.244375 2.7987 0.7303 -1.1608 0.337

(7)
17
Properties=species:S:1:pos:R:3:forces:R:3:mulliken_charge:R:1 method="wB97M-V/def2-TZVPD" homo_energy_ev="-3.366 / -10.806" e_above_lowest_kcal_mol=39.5 e_tot_ev=-6838.6972 homo_lumo_gap_ev="4.3 / 11.4" spin_multiplicity=2 molar_mass_da=78.14
C 0.362434 0.389548 2.913726 0.2630 -3.8051 1.8308 -1.257
N -0.763349 0.673157 1.986916 0.8442 -1.9393 1.2967 -1.280
H 0.866475 1.170497 3.424307 -0.2065 1.2115 0.0114 0.348
H -0.024261 -0.394112 3.794795 0.4907 2.0978 -2.2628 0.404
H 1.154045 -0.204976 2.415407 -0.6751 0.4284 -0.0805 0.308
H -0.493896 0.729006 1.020597 0.1887 0.1937 -0.9893 0.162
H -1.297676 1.444951 2.285098 -0.9154 1.8304 0.3590 0.692
H -1.465605 -0.148751 2.111832 -0.0210 -0.0816 -0.3064 0.774
C -0.278473 -0.768232 -1.991784 -0.0308 0.8385 -0.1491 -0.512
O -0.694701 0.254961 -1.050627 -1.3650 -0.0662 -1.3177 -0.308
C 1.057421 -0.353739 -2.604835 0.1876 -0.9041 -2.7382 -0.802
H -0.237994 -1.746991 -1.568247 0.4236 -0.4068 1.2717 0.223
H -1.074766 -0.979093 -2.731786 0.3892 0.7982 -0.0440 0.256
H -1.346665 0.771567 -1.591812 0.8052 -0.3462 1.2139 0.213
H 0.834926 -0.046401 -3.733551 0.9897 -0.6398 2.2969 0.224
H 1.643727 0.436240 -2.132266 -0.7788 0.1898 0.2378 0.288
H 1.758357 -1.227632 -2.547768 -0.5894 0.6007 -0.6303 0.269

(8)
17
Properties=species:S:1:pos:R:3:forces:R:3:mulliken_charge:R:1 method="wB97M-V/def2-TZVPD" homo_energy_ev=-15.782 e_above_lowest_kcal_mol=5.4 total_charge=+1 e_tot_ev=-6837.1795 homo_lumo_gap_ev=12.5 spin_multiplicity=1 molar_mass_da=78.13
C 0.004504 0.010339 -0.127117 -0.0829 0.2181 -0.2171 -0.653
C 1.094144 -0.990768 0.176614 0.4220 0.2259 0.1062 -0.353
C 1.657129 -1.657312 -1.077535 0.1612 -0.9240 0.0182 -1.234
N -0.566638 0.588646 1.141548 0.8208 -0.1822 0.3447 -0.239
H 0.344542 0.848584 -0.732069 0.1865 0.0602 0.0918 0.329
H -0.814260 -0.446533 -0.670576 -0.1935 -0.1399 0.0106 0.364
H 0.703131 -1.749724 0.841768 -0.3554 -0.3507 0.0831 0.366
H 1.891687 -0.530141 0.769137 0.0431 0.2006 -0.2001 0.353
H 0.891591 -1.777009 -1.847031 0.0346 0.1037 -0.0031 0.349
H 2.545923 -1.205885 -1.527365 -0.3226 0.3264 0.2193 0.332
H 1.958203 -2.679141 -0.804152 -0.0244 0.2882 -0.1532 0.329
H -1.116287 -0.109136 1.640519 -0.2758 0.0766 -0.0942 0.351
H 0.212712 0.804625 1.766534 -0.0382 0.1905 -0.0146 0.383
H -1.122638 1.447326 0.960032 -0.2881 -0.2670 -0.1399 0.346
H -2.948990 2.955775 0.344804 -0.1245 0.1475 -0.0987 0.306
H -2.369065 2.239828 -0.909113 -0.1675 0.1919 0.0152 0.319
O -2.365695 2.250527 0.054005 0.2048 -0.1659 0.0317 -0.648